Here is a cluster of 5 separate species, C33H33Cl2F32N3O6P2 in total from the Open Molecules 2025 dataset. Energies are from ωB97M-V with the def2-TZVPD basis set.

Last column: Mulliken charge in e.
Atoms and positions in Å:
C: -8.3733 -1.6575 -7.1655  -0.576
O: -8.7177 -2.3929 -6.0050  -0.436
C: -7.6873 -2.4909 -5.0314  -1.096
C: -7.0154 -1.1738 -4.7165  0.170
C: -7.6949 -0.1628 -4.0884  0.496
C: -9.1281 -0.4490 -3.7004  -2.318
C: -9.2962 -1.1506 -2.3426  0.697
C: -8.3638 -0.6939 -1.2315  -1.264
Cl: -11.0059 -0.9265 -1.8374  -0.219
C: -7.0442 1.0887 -3.8212  0.711
P: -7.8934 2.4484 -2.9015  0.383
N: -7.3162 2.9774 -1.5479  -0.711
C: -5.7491 1.3125 -4.2206  0.223
P: -5.0918 3.0354 -3.9004  0.259
O: -3.5129 3.0059 -4.2139  -0.283
Cl: -5.6394 3.9008 -5.6805  -0.268
C: -5.0283 0.2544 -4.8540  0.057
N: -3.7303 0.4336 -5.2328  -0.503
C: -3.1233 -0.5558 -5.8219  -0.446
C: -3.7758 -1.7934 -6.0791  -0.522
N: -5.0110 -2.0007 -5.7271  -0.464
C: -5.6703 -0.9849 -5.0969  0.288
H: -7.3200 -1.7871 -7.4252  0.276
H: -8.5940 -0.5936 -7.0398  0.213
H: -8.9797 -2.0421 -7.9851  0.287
H: -8.1689 -2.8767 -4.1305  0.271
H: -6.9480 -3.2235 -5.3509  0.471
H: -9.5873 -1.0646 -4.4722  0.531
H: -9.7151 0.4609 -3.6551  0.798
H: -9.1895 -2.2266 -2.4715  0.229
H: -8.2669 0.3911 -1.1813  0.320
H: -8.7408 -1.0462 -0.2729  0.454
H: -7.3761 -1.1340 -1.3846  0.289
H: -9.2032 2.0067 -2.7382  0.099
H: -8.0706 3.4093 -3.9153  0.127
H: -6.4152 2.5923 -1.2976  0.288
H: -3.0155 2.5617 -3.5139  0.177
H: -2.0888 -0.4168 -6.1189  0.505
H: -3.2415 -2.5964 -6.5794  0.453
F: 1.9728 4.0219 -3.4442  -0.209
C: 2.4461 4.6120 -2.3290  0.045
F: 3.7690 4.8273 -2.4832  -0.275
C: 2.2453 3.6999 -1.1142  0.967
F: 2.9747 2.5758 -1.2557  -0.260
F: 2.7528 4.4087 -0.0618  -0.342
C: 0.8083 3.3492 -0.7121  -0.814
O: 0.3237 2.0915 -1.1438  -0.127
C: -0.3313 1.9320 -2.3300  0.702
F: -0.5555 3.1043 -2.9505  -0.334
F: -1.5545 1.4048 -2.0489  -0.368
C: 0.3816 0.9238 -3.2382  0.388
F: 1.6242 1.3530 -3.5143  -0.235
F: -0.3177 0.8324 -4.3936  -0.226
H: 1.9420 5.5701 -2.1778  0.302
H: 0.8464 3.2688 0.3738  0.392
H: 0.1165 4.1570 -0.9498  0.358
H: 0.4218 -0.0501 -2.7493  0.102
F: -0.2553 -0.0431 2.6336  -0.227
C: -0.0682 0.0319 1.2992  0.553
F: -1.2739 -0.0447 0.6940  -0.249
C: 0.7954 -1.1317 0.8069  0.773
F: 0.1522 -2.2965 1.0136  -0.299
F: 0.8941 -0.9395 -0.5484  -0.203
C: 2.2356 -1.2034 1.3176  -0.899
O: 2.4752 -2.0842 2.3927  -0.364
C: 2.3753 -1.6783 3.6820  0.810
F: 2.1317 -0.3609 3.8026  -0.321
F: 3.5699 -1.9164 4.2916  -0.253
C: 1.3405 -2.5030 4.4568  0.162
F: 0.1247 -2.3648 3.8981  -0.226
F: 1.2907 -2.0340 5.7269  -0.257
H: 0.3964 0.9848 1.0449  -0.203
H: 2.8105 -1.6195 0.4920  0.499
H: 2.6406 -0.2101 1.5125  0.386
H: 1.6312 -3.5548 4.4634  0.266
F: 5.3000 -1.7356 1.8179  -0.202
C: 5.8684 -0.5628 2.1608  1.059
F: 5.0791 0.4336 1.6825  -0.290
C: 7.2688 -0.4183 1.5678  0.925
F: 7.1956 -0.3823 0.2211  -0.275
F: 7.7017 0.7991 2.0025  -0.304
C: 8.3265 -1.4294 2.0251  -0.902
O: 8.5808 -2.5185 1.1602  -0.423
C: 7.9206 -3.7063 1.2570  0.842
F: 7.0605 -3.7440 2.2885  -0.261
F: 8.8441 -4.6757 1.4649  -0.317
C: 7.2238 -4.0732 -0.0622  0.159
F: 6.3191 -3.1316 -0.3935  -0.193
F: 6.5787 -5.2488 0.1055  -0.258
H: 5.8972 -0.4914 3.2501  -0.678
H: 9.2568 -0.8638 2.0275  0.438
H: 8.1359 -1.7543 3.0484  0.443
H: 7.9631 -4.1687 -0.8589  0.243
F: 4.4861 2.5560 7.0128  -0.211
C: 3.7061 2.1003 8.0140  0.124
F: 3.4847 3.1134 8.8777  -0.282
C: 4.4071 0.9642 8.7666  0.820
F: 5.5181 1.4312 9.3680  -0.281
F: 3.5180 0.5979 9.7370  -0.325
C: 4.7155 -0.3207 7.9885  -0.529
O: 6.0380 -0.4720 7.5067  -0.366
C: 6.4271 -0.0494 6.2758  0.828
F: 5.4078 0.4451 5.5483  -0.233
F: 6.8910 -1.1363 5.5976  -0.320
C: 7.5961 0.9393 6.3485  0.095
F: 7.2371 2.0309 7.0419  -0.234
F: 7.9118 1.3050 5.0837  -0.208
H: 2.7497 1.7604 7.6085  0.273
H: 4.6091 -1.1166 8.7230  0.400
H: 3.9749 -0.4945 7.2070  0.194
H: 8.4580 0.4643 6.8205  0.266

- LUMO energy (eV) = -0.913
- net charge = 0
- Kohn-Sham gap (Eh) = 0.2734
- calculated total energy (eV) = -182093.76915
- SMILES = COCc1c(C[C@@H](C)Cl)c([PH2]=N)c(P(O)Cl)c2nccnc12.FC(F)C(F)(F)COC(F)(F)C(F)F.FC(F)C(F)(F)COC(F)(F)C(F)F.FC(F)C(F)(F)COC(F)(F)C(F)F.FC(F)C(F)(F)COC(F)(F)C(F)F